Entry 1:
Below is a cluster of 2 separate species, C2H8NO2PS in total in a non-equilibrium geometry, with properties calculated with the ωB97M-V functional and the def2-TZVPD basis.

Structure (XYZ):
```
15
C2H8NO2PS the ωB97M-V functional and the def2-TZVPD basis
C -2.519 -0.025 0.331
C -1.362 -0.845 0.527
N -0.199 -0.496 0.087
O 1.798 1.436 -0.039
O -0.270 1.754 -1.244
P 0.341 1.429 0.242
S 3.197 -1.295 0.066
H -3.271 -0.576 -0.320
H -2.985 0.064 1.371
H -2.316 0.920 -0.097
H -1.299 -1.625 1.254
H 3.193 -0.233 -0.784
H 4.588 -1.212 0.262
H 0.543 -1.160 0.044
H 0.560 1.865 -1.699
```

## Properties
- Frontier orbital gap: 8.483 eV
- Energy above the lowest of the compared OMol25 structures with the same formula, charge and spin: 75.9 kcal/mol
- E_LUMO: -0.25 eV

Entry 2:
Below is a structure of composition C12H30MgNO9 in a non-equilibrium geometry, with properties calculated with the ωB97M-V functional and the def2-TZVPD basis.

Structure (XYZ):
```
53
C12H30MgNO9 the ωB97M-V functional and the def2-TZVPD basis
Mg 0.438 -0.570 0.528
N 2.406 -2.955 -0.528
O 3.415 -3.508 -0.074
O 1.863 -2.008 0.071
O 2.094 -3.187 -1.681
C -1.797 -2.960 -0.136
O -0.827 -2.263 0.636
C -1.165 -2.483 2.033
C -0.026 -2.021 2.925
O 0.516 -0.856 2.403
C 1.440 -0.229 3.375
H -2.797 -2.527 -0.159
H -2.110 -3.982 0.076
H -1.428 -3.007 -1.161
H -1.470 -3.522 2.158
H -2.099 -1.945 2.193
H 0.690 -2.835 2.817
H -0.481 -1.946 3.913
H 1.913 0.668 2.974
H 2.188 -1.020 3.434
H 1.070 -0.059 4.386
C 3.176 1.024 0.120
O 1.781 0.903 0.473
C 1.169 2.182 0.394
C -0.211 2.142 1.111
O -0.875 0.855 0.873
C -2.254 1.009 1.169
H 3.806 0.206 0.468
H 3.640 1.787 0.744
H 3.429 1.091 -0.938
H 1.013 2.474 -0.644
H 1.747 2.994 0.835
H -0.835 2.885 0.614
H -0.148 2.454 2.153
H -2.754 0.138 0.747
H -2.738 1.828 0.637
H -2.444 1.145 2.234
C -1.171 3.494 -2.549
O -1.241 2.210 -1.972
C -1.619 1.177 -2.824
C -1.325 -0.202 -2.238
O -0.051 -0.288 -1.532
C 1.039 -0.213 -2.460
H -0.408 3.668 -3.307
H -1.088 4.229 -1.748
H -2.151 3.677 -2.990
H -1.155 1.155 -3.810
H -2.705 1.267 -2.868
H -1.381 -0.996 -2.983
H -2.140 -0.398 -1.541
H 2.035 -0.474 -2.103
H 1.080 0.739 -2.989
H 0.943 -0.950 -3.258
```

## Properties
- Net charge: +1
- Frontier orbital gap: 8.664 eV
- Energy above the lowest of the compared OMol25 structures with the same formula, charge and spin: 49.4 kcal/mol
- E_LUMO: -2.36 eV

Entry 3:
Below is a structure of composition C6H11BFIInO6, with properties calculated with the ωB97M-V functional and the def2-TZVPD basis.

Structure (XYZ):
```
27
C6H11BFIInO6 the ωB97M-V functional and the def2-TZVPD basis
O 0.428 2.772 -0.359
C 0.574 1.625 -0.091
I -1.105 0.267 -0.699
C 1.642 0.936 0.571
In 1.066 0.552 2.755
C 2.626 -0.712 3.736
B 3.665 0.140 4.491
O 3.330 1.070 5.470
O 5.015 0.043 4.218
H 2.503 1.598 0.511
H 1.822 -0.018 0.085
H -0.536 -0.180 2.771
H 1.028 2.142 3.532
H 3.102 -1.411 3.051
H 2.077 -1.311 4.470
H 2.522 0.794 5.909
H 5.483 0.737 4.696
C -3.477 0.070 -4.327
C -2.650 -1.077 -4.868
O -3.399 -2.207 -4.452
C -4.703 -1.830 -4.336
O -5.617 -2.577 -4.248
O -4.802 -0.482 -4.358
F -1.413 -1.117 -4.333
H -3.200 0.311 -3.300
H -3.422 0.966 -4.938
H -2.558 -1.098 -5.956
```

## Properties
- Net charge: -1
- Frontier orbital gap: 7.865 eV
- E_LUMO: 2.44 eV

Entry 4:
Below is a structure of composition C3H5Li2O in a non-equilibrium geometry, with properties calculated with the ωB97M-V functional and the def2-TZVPD basis.

Structure (XYZ):
```
11
C3H5Li2O the ωB97M-V functional and the def2-TZVPD basis
O 1.372 -1.909 -1.283
C 1.483 -0.789 -0.864
H 2.321 -0.112 -0.772
Li -0.063 -1.088 1.608
Li -2.263 -0.472 1.001
C -0.742 0.924 0.724
H -0.169 1.405 1.519
H -1.542 1.570 0.356
C -0.020 0.139 -0.399
H -0.636 -0.637 -0.846
H 0.258 0.971 -1.045
```

## Properties
- Frontier orbital gap (alpha / beta): 4.204 / 7.482 eV
- E_LUMO (alpha / beta): -0.21 / -0.03 eV
- Multiplicity: 2

Entry 5:
Below is a structure of composition C18H32CuO10 in a non-equilibrium geometry, with properties calculated with the ωB97M-V functional and the def2-TZVPD basis.

Structure (XYZ):
```
61
C18H32CuO10 the ωB97M-V functional and the def2-TZVPD basis
Cu -0.196 0.185 -0.302
O 0.533 -3.152 3.068
C -0.034 -3.706 1.916
C -1.108 -2.858 1.212
O -0.845 -1.462 0.972
H -0.560 -4.606 2.289
H 0.710 -4.164 1.241
H -2.001 -2.710 1.832
H -1.502 -3.323 0.299
C 0.684 2.884 3.386
C 1.308 2.201 2.158
O 0.782 0.940 1.821
H -0.405 2.936 3.311
H 1.050 3.904 3.547
H 0.910 2.290 4.274
H 2.371 1.999 2.358
H 1.124 2.753 1.225
C -2.533 -1.815 -2.189
C -1.663 -0.892 -2.989
O -0.699 -0.099 -2.425
H -2.005 -2.727 -1.895
H -3.406 -2.147 -2.756
H -2.836 -1.280 -1.286
H -2.441 -0.262 -3.462
H -1.282 -1.503 -3.826
O 0.680 2.229 -1.152
C 1.465 2.818 -1.851
O 1.123 3.906 -2.645
C 2.286 4.506 -3.263
C 3.473 3.717 -2.734
C 2.988 2.698 -1.686
H 2.362 5.528 -2.893
H 2.232 4.442 -4.349
H 4.226 4.405 -2.349
H 3.921 3.119 -3.529
H 3.236 2.926 -0.651
H 3.239 1.666 -1.922
O -2.007 1.243 0.085
C -3.168 0.993 0.330
O -4.193 1.154 -0.547
C -5.479 0.911 0.032
C -5.181 0.237 1.367
C -3.742 0.592 1.707
H -6.119 0.296 -0.601
H -6.041 1.823 0.244
H -5.301 -0.845 1.320
H -5.924 0.654 2.048
H -3.187 -0.244 2.127
H -3.721 1.444 2.386
O 1.771 -0.873 -0.760
C 2.347 -1.830 -0.340
O 2.173 -3.052 -0.834
C 3.050 -3.983 -0.114
C 3.401 -3.257 1.150
C 3.360 -1.769 0.819
H 3.937 -4.072 -0.751
H 2.598 -4.970 -0.043
H 4.324 -3.643 1.585
H 2.544 -3.389 1.817
H 4.348 -1.460 0.474
H 3.024 -1.304 1.743
```

## Properties
- Net charge: -2
- Frontier orbital gap (alpha / beta): 3.843 / 3.839 eV
- E_LUMO (alpha / beta): 4.36 / 4.36 eV
- Multiplicity: 2

Entry 6:
Below is a structure of composition C25H18BrN5O3PtS2 in a non-equilibrium geometry, with properties calculated with the ωB97M-V functional and the def2-TZVPD basis.

Structure (XYZ):
```
55
C25H18BrN5O3PtS2 the ωB97M-V functional and the def2-TZVPD basis
Pt 0.818 -1.071 -0.417
O 4.378 -3.660 -1.735
C 5.049 -2.665 -2.344
C 6.267 -2.999 -2.939
C 7.016 -2.041 -3.586
C 6.571 -0.722 -3.658
C 5.372 -0.385 -3.070
C 4.594 -1.337 -2.403
C 3.317 -0.931 -1.781
O 2.594 -1.849 -1.218
N 2.992 0.324 -1.797
N 1.746 0.518 -1.215
C 1.230 1.666 -1.491
S 2.140 2.833 -2.421
C 0.748 3.984 -2.600
C -0.113 3.893 -1.357
S -0.392 2.134 -1.027
H 3.537 -3.289 -1.400
H 6.596 -4.028 -2.877
H 7.957 -2.321 -4.044
H 7.157 0.028 -4.172
H 5.004 0.631 -3.110
H 0.177 3.718 -3.488
H 1.163 4.983 -2.728
H -1.091 4.350 -1.502
H 0.376 4.353 -0.499
Br -4.873 3.272 -0.779
C -4.872 2.031 0.654
C -4.880 0.673 0.375
C -4.838 -0.236 1.418
C -4.792 0.218 2.734
C -4.863 1.578 2.997
C -4.879 2.496 1.957
N -4.799 -0.658 3.880
N -4.039 -1.638 3.992
C -2.981 -1.888 3.057
C -2.905 -3.146 2.509
C -1.993 -3.476 1.497
C -1.114 -2.520 1.016
O -0.274 -2.712 0.033
C -1.136 -1.238 1.653
N -0.192 -0.359 1.204
C 0.005 0.776 1.834
C -0.761 1.128 2.956
C -1.770 0.306 3.372
C -2.003 -0.920 2.706
H -4.905 0.327 -0.650
H -4.829 -1.295 1.203
H -4.884 1.914 4.027
H -4.904 3.558 2.159
H -3.612 -3.891 2.852
H -1.974 -4.470 1.074
H 0.779 1.422 1.449
H -0.549 2.056 3.466
H -2.367 0.572 4.233
```

## Properties
- Frontier orbital gap: 6.909 eV
- Energy above the lowest of the compared OMol25 structures with the same formula, charge and spin: 5.0 kcal/mol
- E_LUMO: -0.78 eV

Entry 7:
Below is a structure of composition C26H55BIrN8OSi4Te, with properties calculated with the ωB97M-V functional and the def2-TZVPD basis.

Structure (XYZ):
```
97
C26H55BIrN8OSi4Te the ωB97M-V functional and the def2-TZVPD basis
Ir 0.059 1.832 -0.436
C -1.462 4.175 -2.724
C -0.685 4.677 -1.554
C -0.404 6.001 -1.209
C 0.415 5.942 -0.096
C 1.028 7.053 0.686
N 0.605 4.644 0.201
N -0.078 3.873 -0.682
B 1.499 3.981 1.273
N 0.612 3.084 2.147
N -0.142 2.125 1.555
C -0.885 1.528 2.494
C -1.817 0.397 2.246
C -0.611 2.145 3.714
C 0.337 3.118 3.458
C 0.997 4.069 4.395
N 2.511 3.075 0.546
N 2.050 2.224 -0.407
C 3.105 1.740 -1.076
C 3.016 0.900 -2.306
C 4.265 2.263 -0.503
C 3.852 3.102 0.515
C 4.664 3.955 1.428
H -1.959 5.007 -3.219
H -0.799 3.701 -3.450
H -2.208 3.443 -2.423
H -0.745 6.887 -1.716
H 0.710 8.006 0.271
H 0.726 7.016 1.732
H 2.117 7.009 0.651
H 2.055 4.806 1.925
H -1.737 0.048 1.223
H -1.570 -0.439 2.899
H -2.847 0.694 2.456
H -1.037 1.894 4.670
H 0.668 3.864 5.411
H 2.082 3.972 4.358
H 0.746 5.102 4.154
H 2.000 0.856 -2.692
H 3.663 1.326 -3.074
H 3.339 -0.122 -2.112
H 5.277 2.086 -0.825
H 5.721 3.762 1.261
H 4.477 5.014 1.253
H 4.436 3.743 2.473
C -5.321 0.404 -0.350
N -4.153 1.266 -0.333
C -2.932 0.903 -0.742
N -2.733 -0.337 -1.205
O -2.010 1.765 -0.744
H -6.201 1.009 -0.149
H -5.259 -0.378 0.409
H -5.451 -0.052 -1.332
H -4.222 2.205 0.020
H -3.418 -1.061 -1.065
H -1.767 -0.623 -1.330
C 1.820 -5.938 0.041
Si 2.044 -4.081 -0.108
C 2.791 -3.403 1.469
C 3.166 -3.676 -1.552
Si -0.076 -3.108 -0.494
Te 0.729 -0.684 -0.259
Si -1.578 -3.739 1.201
C -2.001 -5.546 0.907
C -0.755 -3.520 2.873
C -3.193 -2.773 1.199
Si -0.823 -3.463 -2.697
C -0.699 -5.309 -3.016
C -2.605 -2.925 -2.947
C 0.268 -2.511 -3.884
H 2.797 -6.419 0.135
H 1.320 -6.368 -0.828
H 1.240 -6.199 0.928
H 3.777 -3.848 1.631
H 2.177 -3.623 2.342
H 2.915 -2.321 1.406
H 4.174 -4.054 -1.363
H 3.233 -2.596 -1.694
H 2.814 -4.123 -2.483
H -1.106 -6.166 0.837
H -2.564 -5.672 -0.020
H -2.614 -5.937 1.722
H -0.026 -4.311 3.056
H -1.497 -3.562 3.674
H -0.231 -2.564 2.940
H -3.664 -2.779 0.212
H -3.042 -1.742 1.525
H -3.889 -3.246 1.896
H -1.291 -5.880 -2.298
H 0.334 -5.655 -2.946
H -1.062 -5.555 -4.017
H -3.283 -3.410 -2.240
H -2.927 -3.204 -3.954
H -2.726 -1.843 -2.864
H 1.316 -2.797 -3.792
H 0.199 -1.437 -3.694
H -0.044 -2.694 -4.916
```

## Properties
- Net charge: +1
- Frontier orbital gap (alpha / beta): 6.161 / 6.164 eV
- E_LUMO (alpha / beta): -3.44 / -3.44 eV

Entry 8:
Below is a structure of composition C57H66Cl2Ge2KN9O2Se in a non-equilibrium geometry, with properties calculated with the ωB97M-V functional and the def2-TZVPD basis.

Structure (XYZ):
```
140
C57H66Cl2Ge2KN9O2Se the ωB97M-V functional and the def2-TZVPD basis
K -0.482 0.768 0.523
C 2.162 -4.351 0.982
C 1.468 -3.351 0.061
Ge 2.764 -1.990 -0.546
C 3.737 -1.301 1.040
C 5.179 -1.794 1.120
C 3.969 -2.822 -1.863
C 3.972 -2.038 -2.959
Ge 2.863 -0.464 -2.452
C 1.291 0.031 -3.513
C 1.580 0.880 -4.745
C 3.959 1.134 -2.082
C 5.105 1.381 -3.058
C 4.686 -2.312 -4.224
C 5.309 -3.538 -4.473
C 5.945 -3.781 -5.677
C 5.973 -2.804 -6.665
C 5.359 -1.584 -6.435
C 4.720 -1.347 -5.226
H 1.512 -5.194 1.220
H 2.458 -3.887 1.924
H 3.066 -4.757 0.526
H 0.612 -2.901 0.559
H 1.080 -3.853 -0.827
H 3.187 -1.585 1.941
H 3.712 -0.210 1.002
H 5.223 -2.876 1.249
H 5.714 -1.338 1.954
H 5.726 -1.558 0.206
H 4.535 -3.749 -1.804
H 0.674 0.612 -2.825
H 0.711 -0.859 -3.767
H 2.193 1.747 -4.494
H 0.653 1.256 -5.187
H 2.103 0.314 -5.517
H 4.353 1.032 -1.069
H 3.290 1.995 -2.051
H 5.783 0.528 -3.106
H 5.687 2.252 -2.754
H 4.745 1.570 -4.070
H 5.285 -4.313 -3.720
H 6.417 -4.738 -5.851
H 6.470 -2.996 -7.606
H 5.373 -0.815 -7.195
H 4.239 -0.391 -5.056
Cl -3.315 0.273 -0.508
C -2.846 -1.386 -0.888
Cl -1.116 -1.526 -1.259
H -3.402 -1.714 -1.760
H -3.050 -1.998 -0.019
C -1.052 -2.777 4.036
C -0.723 -2.006 2.931
N -1.620 -1.291 2.252
C -2.893 -1.372 2.630
C -3.339 -2.141 3.707
C -2.374 -2.825 4.440
C -4.755 -2.145 4.111
C -5.821 -2.159 3.309
C -5.822 -2.411 1.854
C -5.117 -3.484 1.311
C -5.233 -3.680 -0.049
N -5.945 -2.871 -0.832
C -6.575 -1.880 -0.213
N -6.571 -1.617 1.087
H -0.281 -3.307 4.577
H 0.308 -1.908 2.617
H -3.589 -0.750 2.077
H -2.663 -3.400 5.311
H -4.926 -2.090 5.180
H -6.805 -2.024 3.740
H -4.531 -4.144 1.934
H -4.732 -4.511 -0.536
H -7.160 -1.214 -0.836
Se -1.816 1.509 3.767
N -1.927 1.998 2.061
C -1.889 3.324 2.047
C -1.956 4.126 0.867
C -1.910 5.473 0.995
C -1.809 6.114 2.275
C -1.747 5.396 3.418
C -1.780 3.968 3.337
N -1.730 3.159 4.378
H -2.035 3.648 -0.100
H -1.935 6.096 0.112
H -1.756 7.194 2.307
H -1.656 5.866 4.386
C 1.431 -2.956 -6.420
C 0.086 -2.411 -6.036
C -0.668 -3.005 -5.027
C -1.880 -2.470 -4.629
C -2.383 -1.325 -5.239
N -3.658 -0.863 -4.819
C -4.322 0.260 -5.270
O -5.499 0.233 -5.561
N -3.592 1.430 -5.401
C -2.666 2.000 -4.516
C -2.312 3.334 -4.718
C -1.476 3.955 -3.815
C -1.025 3.230 -2.719
N -1.343 1.956 -2.529
C -2.121 1.349 -3.417
C -1.650 -0.728 -6.258
C -0.435 -1.275 -6.642
H 1.436 -4.046 -6.407
H 2.200 -2.617 -5.722
H 1.725 -2.625 -7.415
H -0.297 -3.895 -4.537
H -2.453 -2.953 -3.847
H -4.332 -1.601 -4.653
H -4.156 2.114 -5.890
H -2.706 3.875 -5.570
H -1.192 4.990 -3.942
H -0.401 3.691 -1.966
H -2.343 0.313 -3.225
H -2.030 0.147 -6.763
H 0.118 -0.802 -7.443
C 2.719 -0.170 4.781
C 2.520 1.146 4.063
O 1.271 1.092 3.380
H 3.662 -0.173 5.325
H 2.736 -0.993 4.067
H 1.911 -0.343 5.490
H 3.333 1.322 3.348
H 2.516 1.976 4.780
H 1.146 1.931 2.917
C 1.788 2.627 0.569
C 1.654 3.988 0.745
C 1.743 4.620 2.033
C 1.494 5.950 2.208
C 1.162 6.783 1.123
C 1.165 6.215 -0.164
C 1.408 4.884 -0.349
C 0.818 8.143 1.321
N 0.494 9.241 1.471
H 2.208 1.990 1.331
H 1.725 2.208 -0.427
H 2.004 4.017 2.897
H 1.532 6.376 3.204
H 0.972 6.853 -1.020
H 1.456 4.487 -1.356
```

## Properties
- Frontier orbital gap: 4.771 eV
- Energy above the lowest of the compared OMol25 structures with the same formula, charge and spin: 17.2 kcal/mol
- E_LUMO: -0.74 eV

In order of appearance, electronic energy = -27912.5767; -38282.7198; -35357.1092; -5644.5364; -84292.2860; -134769.0234; -84144.7526; -297432.7452 eV.